1.
{
  "formula": "C8H8F2N2P",
  "method": "ωB97M-V/def2-TZVPD",
  "smiles": "FP(F)(n1cccc1)=[N+]1C=CC=C1",
  "max_force_ha_per_bohr": 0.102,
  "energy_ha": -959.9759,
  "spin_multiplicity": 1,
  "charge": 1,
  "homo_lumo_gap_ev": 8.64,
  "elements": ["C", "C", "C", "C", "C", "C", "C", "C", "N", "N", "F", "F", "P", "H", "H", "H", "H", "H", "H", "H", "H"],
  "xyz": [[-0.850, 3.327, 0.871], [0.054, 3.068, 1.892], [0.573, -2.426, -2.505], [1.288, -3.115, -1.498], [-1.104, 2.222, 0.195], [0.330, 1.762, 1.841], [-0.056, -1.369, -1.859], [1.246, -2.386, -0.365], [-0.390, 1.158, 0.828], [0.360, -1.300, -0.527], [-0.212, -1.011, 1.995], [-2.190, -0.768, 0.425], [-0.503, -0.453, 0.600], [-1.142, 4.249, 0.499], [0.304, 3.780, 2.598], [0.377, -2.789, -3.429], [1.931, -3.891, -1.730], [-1.614, 2.152, -0.698], [0.780, 0.971, 2.503], [-0.893, -0.702, -2.229], [1.713, -2.479, 0.594]]
}

---

2.
{
  "formula": "C4H24BO20",
  "method": "ωB97M-V/def2-TZVPD",
  "max_force_ha_per_bohr": 0.077,
  "energy_ha": -1696.8095,
  "spin_multiplicity": 1,
  "charge": -1,
  "homo_lumo_gap_ev": 10.30,
  "elements": ["O", "C", "O", "B", "O", "C", "O", "O", "C", "O", "C", "O", "O", "O", "H", "H", "O", "H", "H", "O", "H", "H", "O", "H", "H", "O", "H", "H", "O", "H", "H", "O", "H", "H", "O", "H", "H", "O", "H", "H", "O", "H", "H", "O", "H", "H", "O", "H", "H"],
  "xyz": [[-2.582, 1.772, -0.594], [-1.689, 1.065, -0.138], [-0.725, 0.541, -0.783], [0.037, -0.347, 0.133], [-0.847, -0.554, 1.325], [-1.711, 0.415, 1.273], [-2.574, 0.722, 2.090], [1.314, 0.259, 0.515], [2.337, -0.417, 0.048], [3.496, -0.095, 0.237], [1.789, -1.688, -0.630], [0.493, -1.632, -0.491], [2.431, -2.570, -1.217], [3.368, 2.616, 1.719], [4.271, 2.570, 2.034], [3.213, 1.764, 1.309], [2.956, -2.258, -4.294], [2.322, -1.585, -4.046], [3.277, -2.603, -3.461], [-1.329, -2.189, -2.634], [-1.185, -2.179, -3.580], [-0.576, -1.721, -2.272], [-4.306, 3.324, 2.068], [-3.567, 2.744, 1.885], [-5.018, 2.983, 1.525], [5.868, -1.235, 0.802], [5.698, -1.650, 1.647], [5.112, -0.665, 0.659], [1.573, -5.436, -1.513], [2.367, -5.388, -0.982], [0.874, -5.615, -0.884], [3.740, -0.256, 3.100], [4.353, -0.004, 3.790], [2.915, 0.160, 3.348], [-0.696, 3.688, 3.131], [-1.276, 2.945, 3.301], [-0.662, 4.161, 3.963], [-5.942, 1.318, -1.382], [-5.143, 1.481, -1.883], [-6.443, 0.706, -1.922], [-1.610, -3.880, 1.086], [-1.062, -3.102, 0.979], [-1.639, -4.274, 0.214], [-3.413, 1.183, -3.117], [-3.023, 1.191, -2.243], [-2.866, 0.578, -3.618], [-1.453, 4.743, -0.108], [-1.384, 4.264, -0.934], [-1.083, 4.150, 0.546]]
}

---

3.
{
  "formula": "C2H7OPS",
  "method": "ωB97M-V/def2-TZVPD",
  "smiles": "CS(C)(=O)=P",
  "max_force_ha_per_bohr": 0.119,
  "energy_ha": -895.0176,
  "spin_multiplicity": 1,
  "homo_lumo_gap_ev": 8.31,
  "elements": ["C", "C", "O", "P", "S", "H", "H", "H", "H", "H", "H", "H"],
  "xyz": [[-0.415, 0.277, -1.410], [-0.819, 0.136, 1.368], [0.366, -2.053, 0.222], [2.190, 0.676, 0.294], [0.383, -0.364, 0.114], [0.204, 0.215, -2.300], [-1.290, -0.245, -1.598], [-0.351, 1.298, -1.358], [-1.753, -0.227, 1.066], [-0.659, -0.470, 2.150], [-0.724, 1.303, 1.380], [2.868, -0.547, 0.072]]
}

---

4.
{
  "formula": "C4H11NO",
  "method": "ωB97M-V/def2-TZVPD",
  "smiles": "CC=O.CNC",
  "max_force_ha_per_bohr": 0.036,
  "energy_ha": -288.9434,
  "spin_multiplicity": 1,
  "homo_lumo_gap_ev": 9.29,
  "elements": ["C", "N", "C", "H", "H", "H", "H", "H", "H", "H", "O", "C", "C", "H", "H", "H", "H"],
  "xyz": [[0.295, 1.082, 2.100], [-0.156, -0.277, 1.728], [0.699, -1.183, 1.040], [1.317, 1.170, 1.724], [0.340, 1.164, 3.181], [-0.422, 1.795, 1.696], [-0.841, -0.538, 2.414], [1.711, -1.394, 1.536], [0.230, -2.159, 0.957], [0.888, -0.775, 0.050], [-0.164, 1.325, -1.376], [-0.588, 0.203, -1.415], [-0.230, -0.876, -2.405], [-1.428, -0.082, -0.728], [-0.199, -1.804, -1.794], [-1.076, -1.063, -3.067], [0.653, -0.758, -3.030]]
}

---

5.
{
  "formula": "C26H48O18S3",
  "method": "ωB97M-V/def2-TZVPD",
  "max_force_ha_per_bohr": 0.093,
  "energy_ha": -3568.2442,
  "spin_multiplicity": 1,
  "homo_lumo_gap_ev": 9.22,
  "elements": ["C", "C", "C", "O", "C", "O", "O", "H", "H", "H", "H", "H", "H", "C", "C", "C", "O", "C", "O", "O", "H", "H", "H", "H", "H", "H", "C", "C", "C", "O", "C", "O", "O", "H", "H", "H", "H", "H", "H", "C", "C", "C", "O", "C", "O", "O", "H", "H", "H", "H", "H", "H", "C", "C", "C", "O", "C", "O", "O", "H", "H", "H", "H", "H", "H", "C", "S", "O", "C", "H", "H", "H", "H", "H", "H", "C", "S", "O", "C", "H", "H", "H", "H", "H", "H", "C", "S", "O", "C", "H", "H", "H", "H", "H", "H"],
  "xyz": [[1.689, -9.412, 16.312], [1.157, -10.807, 16.635], [1.645, -11.857, 15.672], [2.063, -12.937, 16.487], [2.143, -12.505, 17.735], [2.453, -13.196, 18.717], [1.785, -11.228, 17.828], [1.176, -8.972, 15.457], [2.737, -9.399, 16.014], [1.555, -8.696, 17.123], [0.069, -10.810, 16.713], [2.441, -11.514, 15.011], [0.890, -12.247, 14.989], [-0.163, -16.718, 7.967], [-0.481, -15.444, 7.194], [0.286, -14.187, 7.667], [0.735, -13.674, 6.417], [0.753, -14.631, 5.480], [1.121, -14.496, 4.337], [0.144, -15.749, 5.992], [-0.538, -16.762, 8.990], [0.922, -16.822, 8.000], [-0.519, -17.588, 7.417], [-1.552, -15.302, 7.052], [1.026, -14.356, 8.450], [-0.459, -13.472, 8.014], [-6.620, -8.802, 18.437], [-7.640, -9.143, 17.297], [-6.974, -9.844, 16.138], [-7.892, -10.894, 15.901], [-8.743, -11.009, 16.977], [-9.484, -11.969, 17.142], [-8.572, -10.024, 17.827], [-7.045, -8.342, 19.330], [-5.806, -8.148, 18.125], [-6.176, -9.751, 18.740], [-8.101, -8.239, 16.900], [-6.046, -10.377, 16.346], [-6.885, -9.313, 15.190], [-14.360, -1.812, 14.271], [-13.629, -2.309, 12.989], [-12.129, -2.066, 13.028], [-11.587, -3.368, 12.968], [-12.514, -4.313, 12.763], [-12.359, -5.502, 12.510], [-13.701, -3.700, 12.835], [-15.424, -2.044, 14.246], [-14.350, -0.734, 14.436], [-14.126, -2.365, 15.181], [-14.047, -1.884, 12.076], [-11.800, -1.552, 13.931], [-11.749, -1.514, 12.169], [-2.592, 3.827, 4.528], [-3.192, 2.441, 4.501], [-3.125, 1.722, 5.814], [-4.382, 1.107, 5.873], [-5.236, 1.640, 5.010], [-6.394, 1.324, 4.834], [-4.586, 2.629, 4.347], [-1.541, 3.779, 4.814], [-3.168, 4.510, 5.152], [-2.631, 4.283, 3.539], [-2.820, 1.879, 3.645], [-3.004, 2.443, 6.623], [-2.252, 1.070, 5.814], [-4.954, -6.597, 3.834], [-3.693, -5.946, 2.703], [-2.553, -5.385, 3.510], [-3.037, -7.525, 1.900], [-5.749, -7.150, 3.334], [-5.526, -5.797, 4.304], [-4.612, -7.297, 4.596], [-2.399, -7.247, 1.061], [-3.833, -8.137, 1.474], [-2.475, -8.151, 2.592], [5.876, -9.239, 2.752], [5.617, -7.745, 1.699], [4.708, -8.105, 0.516], [4.462, -6.960, 2.869], [6.240, -10.098, 2.188], [4.928, -9.550, 3.192], [6.521, -9.001, 3.598], [3.554, -7.528, 3.073], [4.053, -5.996, 2.567], [5.062, -6.767, 3.757], [-0.510, -5.967, 9.747], [-2.261, -6.492, 10.044], [-2.112, -7.548, 11.165], [-3.066, -4.938, 10.722], [0.263, -6.724, 9.882], [-0.283, -5.158, 10.441], [-0.448, -5.576, 8.731], [-3.546, -4.433, 9.884], [-2.347, -4.237, 11.148], [-3.785, -5.236, 11.485]]
}

---

6.
{
  "formula": "C8H14NO",
  "method": "ωB97M-V/def2-TZVPD",
  "max_force_ha_per_bohr": 0.118,
  "energy_ha": -442.8292,
  "spin_multiplicity": 1,
  "charge": 1,
  "homo_lumo_gap_ev": 9.02,
  "elements": ["C", "C", "C", "C", "C", "C", "C", "C", "N", "O", "H", "H", "H", "H", "H", "H", "H", "H", "H", "H", "H", "H", "H", "H"],
  "xyz": [[-1.863, 1.596, -0.062], [-1.405, -0.609, -0.060], [-1.440, -2.028, -0.208], [0.805, 0.463, -1.797], [2.164, 1.017, 0.136], [0.017, -0.280, 1.963], [1.072, 0.036, -0.375], [-0.158, -0.080, 0.520], [-0.765, 1.750, 0.451], [-2.266, 0.248, -0.467], [-2.732, 2.193, -0.338], [-0.484, -2.569, -0.170], [-1.855, -2.426, -1.038], [-2.052, -2.601, 0.663], [-0.112, 0.013, -2.117], [1.606, -0.008, -2.489], [0.691, 1.501, -1.743], [2.530, 0.605, 0.995], [2.987, 1.106, -0.578], [1.660, 1.923, 0.180], [0.655, 0.408, 2.381], [-0.927, -0.003, 2.567], [0.553, -1.178, 2.078], [1.321, -1.079, -0.492]]
}

---

7.
{
  "formula": "C9H18Si3",
  "method": "ωB97M-V/def2-TZVPD",
  "max_force_ha_per_bohr": 0.073,
  "energy_ha": -1221.9739,
  "spin_multiplicity": 1,
  "homo_lumo_gap_ev": [7.53, 7.12],
  "elements": ["C", "C", "C", "C", "C", "C", "C", "C", "C", "Si", "Si", "Si", "H", "H", "H", "H", "H", "H", "H", "H", "H", "H", "H", "H", "H", "H", "H", "H", "H", "H"],
  "xyz": [[0.825, 0.825, -2.505], [-0.188, -1.316, -2.049], [0.263, -0.378, -2.986], [0.733, 0.993, -1.098], [-0.304, -1.134, -0.662], [0.346, -0.011, -0.242], [0.178, -0.648, -4.429], [1.361, 2.303, -0.559], [-0.919, -2.167, 0.220], [-0.193, -1.475, 4.035], [-1.249, 2.325, 3.016], [0.168, 0.577, 2.947], [1.144, 1.699, -3.028], [-0.647, -2.218, -2.606], [-0.397, -1.567, -4.567], [-0.367, 0.191, -4.979], [1.196, -0.791, -4.937], [2.445, 2.240, -0.596], [1.051, 3.174, -1.055], [1.132, 2.431, 0.597], [-0.085, -2.375, 0.992], [-1.833, -1.795, 0.795], [-1.060, -3.206, -0.266], [0.840, -2.025, 3.090], [0.125, -2.250, 5.298], [-1.497, -2.142, 3.658], [-1.705, 2.715, 1.515], [-2.404, 1.962, 3.857], [-0.587, 3.453, 3.523], [1.629, 0.611, 3.023]]
}

---

8.
{
  "formula": "C4H6O2",
  "method": "ωB97M-V/def2-TZVPD",
  "smiles": "O=CC[C@H]1CO1",
  "max_force_ha_per_bohr": 0.009,
  "energy_ha": -306.4332,
  "spin_multiplicity": 1,
  "homo_lumo_gap_ev": 10.89,
  "elements": ["O", "C", "C", "C", "C", "O", "H", "H", "H", "H", "H", "H"],
  "xyz": [[-1.993, 0.065, -1.348], [-0.947, -0.533, -1.424], [0.346, 0.006, -0.860], [0.129, 0.707, 0.461], [0.185, -0.053, 1.708], [1.259, 0.790, 1.311], [-0.899, -1.531, -1.909], [0.759, 0.705, -1.600], [1.076, -0.799, -0.736], [-0.490, 1.603, 0.420], [-0.382, 0.281, 2.575], [0.393, -1.124, 1.665]]
}